No. 1
Entry from the OMol25 dataset: a cluster of 7 separate species, C33H58NO14 in total in a non-equilibrium geometry (ωB97M-V/def2-TZVPD).

The geometry in XYZ format:
```
106
Properties=species:S:1:pos:R:3:mulliken_charge:R:1
C -2.553 1.318 1.986 -0.69
C -2.209 2.916 2.118 0.21
O -3.371 3.784 2.363 -0.40
C -4.236 3.911 1.179 -0.45
N -5.635 4.268 1.725 0.10
O -6.504 4.297 0.699 -0.27
C -7.865 4.605 1.214 -0.54
C -8.568 3.266 1.888 0.45
C -8.469 3.234 3.541 -1.14
C -10.139 3.256 1.411 -0.08
C -10.332 2.301 0.055 -1.09
C -11.165 2.663 2.556 -1.10
H -2.575 0.855 3.064 0.13
H -1.705 0.851 1.291 0.27
H -3.585 1.071 1.488 0.28
H -1.559 3.234 1.181 0.08
H -1.492 3.024 3.066 0.04
H -4.397 2.885 0.593 0.32
H -3.855 4.676 0.371 0.21
H -5.838 3.504 2.437 0.35
H -5.561 5.215 2.203 0.44
H -7.834 5.535 1.953 0.27
H -8.521 4.878 0.260 0.32
H -8.020 2.337 1.384 0.29
H -7.404 3.485 3.959 0.34
H -9.212 4.018 4.040 0.24
H -8.717 2.134 3.910 0.27
H -10.530 4.323 1.128 0.29
H -11.435 2.506 -0.325 0.37
H -9.590 2.626 -0.821 0.28
H -10.189 1.163 0.356 0.29
H -11.249 3.487 3.412 0.28
H -12.205 2.488 2.040 0.36
H -10.753 1.687 3.054 0.23
O -0.102 1.501 -1.357 -0.63
C -0.651 2.449 -1.894 0.64
O -0.718 3.703 -1.361 -0.34
C -1.523 4.528 -2.203 -0.22
C -1.495 3.863 -3.554 -0.56
C -1.383 2.401 -3.201 -0.31
H -2.534 4.574 -1.784 0.00
H -1.106 5.538 -2.237 0.37
H -2.368 4.099 -4.169 0.36
H -0.599 4.178 -4.104 0.23
H -2.364 1.944 -3.045 0.28
H -0.813 1.850 -3.953 0.23
O -1.455 -0.224 4.712 -0.62
C -0.939 0.547 5.505 0.56
O -1.584 1.097 6.575 -0.35
C -0.716 2.030 7.217 -0.42
C 0.676 1.621 6.811 -0.48
C 0.466 1.063 5.426 -0.32
H -0.970 3.038 6.873 0.25
H -0.856 1.979 8.300 0.31
H 1.394 2.445 6.846 0.33
H 1.039 0.828 7.475 0.26
H 0.518 1.842 4.661 0.17
H 1.170 0.257 5.207 0.31
O 2.167 2.943 -5.234 -0.60
C 2.693 1.915 -4.839 0.44
O 3.579 1.175 -5.567 -0.37
C 3.904 -0.011 -4.844 -0.30
C 3.593 0.304 -3.404 -0.18
C 2.431 1.258 -3.518 -0.16
H 3.293 -0.834 -5.230 0.23
H 4.960 -0.254 -4.990 0.20
H 3.372 -0.585 -2.807 0.08
H 4.446 0.817 -2.944 0.26
H 1.474 0.731 -3.564 0.11
H 2.432 1.990 -2.706 0.25
O 5.866 -1.580 -0.972 -0.64
C 5.412 -2.570 -1.522 0.27
O 4.872 -2.575 -2.776 -0.21
C 4.344 -3.871 -3.054 -0.58
C 5.072 -4.804 -2.121 -0.52
C 5.321 -3.937 -0.914 -0.11
H 3.265 -3.856 -2.869 0.34
H 4.521 -4.123 -4.103 0.39
H 4.508 -5.714 -1.898 0.56
H 6.030 -5.100 -2.566 0.07
H 4.481 -3.962 -0.214 0.25
H 6.253 -4.208 -0.411 0.33
O 6.674 -5.884 0.832 -0.64
C 6.127 -5.854 1.922 0.60
O 6.538 -5.077 2.967 -0.34
C 5.740 -5.375 4.113 -0.45
C 4.471 -5.977 3.568 -0.48
C 4.948 -6.686 2.326 -0.35
H 6.292 -6.073 4.750 0.28
H 5.547 -4.457 4.676 0.31
H 3.966 -6.634 4.281 0.31
H 3.772 -5.179 3.290 0.25
H 5.287 -7.703 2.543 0.29
H 4.183 -6.690 1.547 0.21
O 6.345 -6.143 -7.195 -0.61
C 6.861 -5.372 -6.402 0.37
O 6.216 -4.822 -5.332 -0.26
C 7.084 -3.890 -4.690 0.22
C 8.476 -4.298 -5.096 -0.70
C 8.266 -4.856 -6.481 -0.35
H 6.830 -2.881 -5.034 0.06
H 6.944 -3.940 -3.607 -0.07
H 9.194 -3.474 -5.061 0.37
H 8.839 -5.092 -4.432 0.28
H 8.318 -4.077 -7.246 0.24
H 8.970 -5.662 -6.700 0.30
```

The LUMO energy is -2.8 eV. The value obtained for the total energy is -2399.92176 Eh. The frontier orbital gap is 8.467 eV. Its charge is +1.

No. 2
Entry from the OMol25 dataset: a cluster of 8 separate species, C29H52BrCl15O3PS in total in a non-equilibrium geometry (ωB97M-V/def2-TZVPD).

The geometry in XYZ format:
```
102
Properties=species:S:1:pos:R:3:mulliken_charge:R:1
C 0.716 -1.662 2.286 -0.70
C 1.968 -1.348 1.308 0.68
C 2.571 0.135 1.154 -0.68
C 3.064 0.474 2.718 -0.47
P 1.688 1.524 0.221 0.50
C 0.263 0.428 -0.454 -0.06
C 0.496 -0.689 -1.559 0.10
C -0.620 -1.926 -1.360 -0.14
C 0.114 -3.316 -1.853 -0.42
S -0.912 -4.862 -1.594 1.08
O -2.069 -4.908 -2.621 -0.56
O 0.033 -6.075 -1.944 -0.60
Cl -1.482 -5.121 0.398 -0.19
C 0.470 1.942 1.666 0.07
C -0.853 2.814 1.252 -0.26
C -2.255 1.910 1.125 0.29
C -3.164 2.221 -0.220 0.06
C -4.525 1.333 -0.444 -0.31
C -4.989 0.155 0.596 0.35
C -4.112 -0.143 1.948 -0.49
C -2.728 0.758 2.186 -0.31
C 2.705 1.315 -1.409 -0.71
C 1.758 1.980 -2.767 0.66
C 2.193 1.320 -4.313 -0.68
O 2.571 2.833 -3.792 -0.58
C 2.944 2.883 0.726 -0.85
Br 4.883 2.492 0.737 -0.23
C 2.774 4.305 -0.146 -0.17
C 1.651 5.273 0.547 -0.87
H -0.342 -1.720 1.802 -0.06
H 0.889 -2.714 2.825 0.20
H 0.642 -0.883 3.186 0.21
H 1.872 -2.016 0.353 -0.04
H 2.866 -1.913 1.882 -0.55
H 3.587 -0.058 0.539 0.46
H 4.259 0.442 2.713 0.02
H 2.755 -0.327 3.502 -0.07
H 2.772 1.516 3.116 0.13
H 1.034 2.610 -0.486 0.29
H -0.541 1.162 -0.964 -0.08
H -0.420 -0.062 0.396 -0.34
H 1.518 -1.239 -1.632 0.24
H 0.248 -0.321 -2.669 -0.38
H -0.958 -2.065 -0.253 0.14
H -1.596 -1.729 -2.005 0.36
H 0.407 -3.162 -2.977 0.17
H 1.145 -3.411 -1.260 0.27
H 0.045 0.974 2.213 -0.80
H 0.947 2.535 2.563 0.67
H -0.747 3.512 0.326 -0.09
H -1.101 3.548 2.165 0.27
H -2.805 3.054 -0.982 0.01
H -5.144 1.559 -1.434 -0.07
H -5.972 -0.465 0.337 -0.27
H -4.365 -0.978 2.741 0.28
H -2.052 0.554 3.124 0.27
H 3.052 0.266 -1.677 0.41
H 3.566 2.066 -1.589 0.46
H 0.547 2.235 -2.565 0.08
H 1.353 1.292 -5.126 0.25
H 3.013 0.519 -4.096 0.19
H 2.773 3.280 1.840 0.57
H 3.823 4.856 0.007 0.53
H 2.667 4.137 -1.292 0.08
H 1.489 5.041 1.707 0.16
H 2.076 6.388 0.520 0.34
H 0.592 5.215 0.055 0.15
C -8.084 -2.733 -0.683 0.17
Cl -6.600 -3.694 -0.650 -0.13
Cl -8.069 -1.497 0.581 -0.19
H -8.170 -2.245 -1.657 -0.19
H -8.939 -3.394 -0.524 0.31
C 5.677 -3.316 3.603 -0.50
Cl 4.170 -3.755 2.791 -0.10
Cl 5.613 -1.657 4.210 -0.04
H 5.840 -3.996 4.443 0.30
H 6.503 -3.403 2.893 0.32
C -4.451 3.350 -3.845 -0.31
Cl -2.967 2.389 -3.811 -0.03
Cl -4.436 4.586 -2.581 -0.14
H -4.537 3.838 -4.819 0.34
H -5.307 2.689 -3.686 0.17
C 1.840 -4.039 6.200 -0.48
Cl 2.003 -2.687 5.073 0.04
Cl 3.304 -4.240 7.169 -0.17
H 0.995 -3.847 6.866 0.33
H 1.660 -4.956 5.633 0.27
C 6.838 2.296 4.803 -0.06
Cl 5.795 0.928 5.213 -0.12
Cl 6.839 3.504 6.094 -0.19
H 7.858 1.934 4.654 0.27
H 6.472 2.758 3.883 0.08
C -7.562 -1.849 -4.911 -0.24
Cl -8.605 -3.216 -4.501 -0.15
Cl -7.561 -0.640 -3.620 -0.14
H -6.542 -2.211 -5.060 0.25
H -7.928 -1.386 -5.831 0.29
C -0.196 -1.974 -5.908 -0.38
Cl -1.129 -0.825 -4.941 -0.03
Cl 1.494 -1.471 -6.036 -0.14
H -0.239 -2.957 -5.432 0.25
H -0.628 -2.029 -6.910 0.35
```

The LUMO energy is 0.9 eV. The value obtained for the total energy is -11577.56867 Eh. The frontier orbital gap is 5.637 eV. Its charge is -1.

No. 3
Entry from the OMol25 dataset: an isolated molecule of C4H8S in a non-equilibrium geometry (ωB97M-V/def2-TZVPD).

The geometry in XYZ format:
```
13
Properties=species:S:1:pos:R:3:mulliken_charge:R:1
C 1.325 0.713 -0.282 -0.71
C -0.024 0.684 0.514 -0.38
C -0.822 -0.559 0.373 -0.10
C -2.049 -0.620 -0.171 -0.77
H 2.085 -1.535 -0.704 0.12
H 1.136 0.664 -1.344 0.35
H 1.893 1.656 -0.202 0.32
H -0.657 1.507 0.129 0.30
H 0.179 0.783 1.617 0.23
H -0.366 -1.429 0.737 0.38
H -2.696 -1.524 -0.240 0.25
H -2.514 0.277 -0.580 0.21
S 2.510 -0.617 0.154 -0.21
```

The LUMO energy is 1.0 eV. The energy relative to the best compared isomer or geometry (same formula, charge and spin) comes out at 0.3502 eV. The value obtained for the total energy is -555.35706 Eh. The frontier orbital gap is 10.110 eV.